[1]
DFT (ωB97M-V/def2-TZVPD) results for a molecular structure, C28H33BrGaN5OS2.

```
! RIJCOSX wB97M-V def2-TZVPD def2/J DEFGRID3
* xyz 2 1
Ga -0.32152 -0.86560 0.58403
C -0.98401 2.29556 3.40690
C -0.27999 1.36546 2.46642
N -0.96092 0.38684 1.94764
N -2.28806 0.25902 2.35255
C -2.84305 -0.83864 1.97830
S -2.09888 -2.10446 0.99280
S -4.50677 -1.19733 2.37944
C -4.69932 -0.33452 3.98566
C -3.98640 -1.02244 5.11279
C -2.75699 -0.55744 5.56507
C -2.08845 -1.20889 6.59365
C -2.64668 -2.33564 7.17794
C -3.87719 -2.80459 6.73394
C -4.54059 -2.15265 5.70702
C 1.16240 1.48260 2.17970
C 1.87081 2.57872 2.71734
C 3.23970 2.68383 2.66263
C 3.97328 1.65163 2.08385
C 3.32104 0.58152 1.51400
C 1.92458 0.49557 1.50428
O 1.42734 -0.55815 0.83077
H -1.31435 1.73362 4.28026
H -1.88823 2.67248 2.93033
H -0.37458 3.12085 3.74212
H -5.78057 -0.35215 4.12534
H -4.38612 0.69799 3.85456
H -2.33169 0.33430 5.12242
H -1.13784 -0.82991 6.94660
H -2.13407 -2.83887 7.98696
H -4.32315 -3.67614 7.19446
H -5.50112 -2.52236 5.36564
H 1.32970 3.37235 3.20460
H 3.73525 3.54055 3.09619
H 5.05554 1.68336 2.08662
H 3.87306 -0.24010 1.07771
C -1.66997 -4.39945 -3.46706
C -1.52367 -2.97055 -3.02448
C -2.26113 -1.93718 -3.59958
C -2.12323 -0.63161 -3.15473
C -1.23535 -0.41506 -2.12428
Br -0.97944 1.30230 -1.37604
N -0.53340 -1.37725 -1.52785
C -0.67693 -2.63232 -1.98341
H -1.85201 -4.46294 -4.53846
H -2.51691 -4.86443 -2.95976
H -0.78136 -4.98342 -3.23307
H -2.95941 -2.15617 -4.39878
H -2.68785 0.18224 -3.58546
H -0.10009 -3.39385 -1.47049
C 3.22738 0.11573 -4.76966
C 1.97076 -0.12479 -3.89586
N 2.29921 -0.02000 -2.47781
C 2.72274 1.34539 -2.17101
C 3.92562 1.75430 -3.05678
N 4.33505 0.53242 -3.83697
C 4.67044 -0.59286 -2.89168
C 3.36393 -0.95984 -2.14608
H 3.10222 0.91407 -5.49816
H 3.57040 -0.77897 -5.28549
H 1.56461 -1.11574 -4.09791
H 1.20016 0.60939 -4.13022
H 2.98731 1.40574 -1.11682
H 1.88624 2.01950 -2.34631
H 4.79305 2.07094 -2.48089
H 3.68651 2.52930 -3.78245
H 5.16081 0.75584 -4.38932
H 5.45402 -0.22531 -2.23175
H 5.06987 -1.40866 -3.49048
H 3.52132 -0.94572 -1.07138
H 3.04223 -1.96362 -2.42254
*
```

Calculated total energy (eV): -183146.4333
Energy above the lowest of the compared OMol25 structures with the same formula, charge and spin (eV): 0.000

Atomic partial charges in e from the Löwdin method, atoms 1 to 4: 0.25 0.02 -0.19 -0.06

---

[2]
DFT (ωB97M-V/def2-TZVPD) results for a molecular structure, C28H33BrN6O9Sr at a distorted geometry.

```
! RIJCOSX wB97M-V def2-TZVPD def2/J DEFGRID3
* xyz 0 1
Sr -0.83647 -0.99358 -0.36611
O 1.32310 -3.05976 -2.41881
C 0.71648 -1.99684 -2.50510
O 0.96468 -0.93399 -1.82243
C -0.49506 -1.91092 -3.47879
C -0.94813 -0.46227 -3.71956
C -1.77720 -0.35126 -5.00012
C -3.11351 -0.99284 -4.55708
C -2.80621 -1.35702 -3.10400
O -1.94506 -0.26465 -2.68332
C -1.86861 -2.57522 -3.03632
C -1.94933 -3.30959 -1.66192
O -1.55505 -4.46478 -1.60029
O -2.43855 -2.61468 -0.69198
H -0.14897 -2.36851 -4.40501
H -0.15271 0.26756 -3.60625
H -1.30485 -0.86777 -5.83490
H -1.91241 0.69364 -5.27757
H -3.38550 -1.87011 -5.14276
H -3.93445 -0.27838 -4.61055
H -3.65875 -1.42176 -2.43597
H -2.15038 -3.32755 -3.77162
C -3.98441 -0.07258 0.88537
O -2.78452 0.53659 0.40780
C -2.76356 1.88935 0.25901
C -3.81555 2.72371 0.58864
C -3.68492 4.09234 0.37754
Br -5.14333 5.21757 0.81465
C -2.53141 4.64210 -0.12578
C -1.45753 3.80251 -0.43447
C -1.58406 2.43280 -0.26720
O -0.57680 1.54834 -0.57749
C -0.21473 4.41060 -0.93491
N -0.16149 5.52399 -1.60773
C 1.18813 5.75113 -1.82662
C 1.81839 6.79840 -2.49737
C 3.19639 6.78162 -2.56602
C 3.94675 5.74594 -1.98577
C 3.33989 4.69716 -1.32335
C 1.95119 4.72447 -1.25715
N 1.02649 3.85957 -0.70537
H -4.82879 0.19907 0.24972
H -4.17720 0.22564 1.91716
H -3.81729 -1.14492 0.81852
H -4.73202 2.32924 0.99898
H -2.42640 5.70523 -0.28321
H -0.08823 1.83614 -1.36079
H 1.23447 7.59194 -2.94371
H 3.71540 7.58076 -3.07858
H 5.02568 5.76892 -2.06385
H 3.91828 3.89517 -0.88389
H 1.21683 3.09620 -0.07734
N 0.60173 -2.92550 0.68977
C 1.61405 -2.17570 1.42975
C 2.72544 -3.02248 2.08786
C 2.29736 -4.33530 2.76754
C 1.30194 -4.14004 3.91597
N 1.66826 -3.00302 4.73664
C 2.43338 -2.98393 5.78283
N 2.77698 -1.78520 6.29977
N 2.89891 -4.10170 6.38536
C 0.94345 -1.10459 2.35313
O 1.41563 -0.92213 3.51830
O 0.01394 -0.45034 1.85536
H 0.12854 -3.63561 1.23325
H 0.98583 -3.35832 -0.15099
H 2.10771 -1.55542 0.67181
H 3.25972 -2.38958 2.79841
H 3.44911 -3.28915 1.31430
H 3.19835 -4.83422 3.13493
H 1.84597 -5.01877 2.04481
H 1.18517 -5.05179 4.50763
H 0.30938 -3.90536 3.52610
H 1.53814 -2.02602 4.15854
H 2.53647 -0.96090 5.77039
H 3.51340 -1.71203 6.97673
H 2.54874 -4.99478 6.09019
H 3.27369 -4.04686 7.31529
*
```

Calculated total energy (eV): -127824.0043
Energy above the lowest of the compared OMol25 structures with the same formula, charge and spin (eV): 2.372

Atomic partial charges in e from the Löwdin method, atoms 1 to 4: 1.67 0.04 -0.67 -0.23

---

[3]
DFT (ωB97M-V/def2-TZVPD) results for a molecular structure, C28H33Cl2CrN3O5SSi.

```
! RIJCOSX wB97M-V def2-TZVPD def2/J DEFGRID3
* xyz 1 4
Cr 1.53650 1.18072 0.52168
Cl 4.02854 1.41400 0.44890
C 4.06906 1.01305 2.19865
Cl 2.38477 0.75703 2.76838
H 4.49092 1.85550 2.73462
H 4.62156 0.08964 2.33666
C -2.84095 2.81099 1.99750
C -2.43170 3.09950 0.54520
C -1.51840 4.33119 0.50898
C -3.69501 3.38060 -0.28222
Si -1.56813 1.58632 -0.14047
O -0.18944 1.27944 0.78429
C -2.60395 0.05234 -0.08051
C -2.53400 -0.78185 1.04046
C -3.30026 -1.93480 1.12386
C -4.15171 -2.27378 0.08146
C -4.23319 -1.46288 -1.04180
C -3.46454 -0.31103 -1.12064
C -0.86357 1.91772 -1.86146
C 0.50346 1.82327 -2.09943
C 1.13536 2.05405 -3.30646
C 0.33531 2.41407 -4.38146
C -1.03870 2.52172 -4.21275
C -1.62685 2.27863 -2.98142
H -3.29753 3.70085 2.43857
H -1.98754 2.53098 2.62095
H -3.57376 2.00478 2.05503
H -2.09394 5.24074 0.70196
H -1.02057 4.47170 -0.45560
H -0.76992 4.29703 1.31018
H -4.26076 4.18809 0.18955
H -4.35107 2.51069 -0.33823
H -3.46040 3.70799 -1.29606
H -1.86626 -0.53538 1.85843
H -3.23296 -2.56888 1.99763
H -4.75151 -3.17203 0.14366
H -4.89320 -1.72985 -1.85606
H -3.53586 0.29896 -2.01414
H 1.16250 1.49388 -1.26971
H 2.20503 1.94966 -3.41870
H 0.78300 2.60100 -5.34790
H -1.65968 2.79403 -5.05538
H -2.70220 2.36840 -2.89905
C 1.47517 4.26835 2.92918
C 2.18865 4.21294 1.59586
O 1.61681 3.22617 0.67404
H 1.63198 5.24790 3.37924
H 1.83186 3.52074 3.63303
H 0.39943 4.13422 2.80673
H 3.24031 3.94259 1.67632
H 2.14280 5.16547 1.06970
H 0.72252 3.52797 0.43826
O 3.64238 -8.77334 1.53696
S 4.04799 -7.48994 1.02460
O 4.27335 -6.45561 2.02040
O 5.00474 -7.50122 -0.06345
C 2.57368 -6.86424 0.17565
N 1.66978 -7.68457 -0.37459
C 0.63074 -7.13333 -0.97184
C 0.42809 -5.75352 -1.05035
C 1.43139 -5.00058 -0.46769
N 2.48154 -5.54199 0.12284
C 1.45163 -3.51631 -0.38754
C 0.44206 -2.67206 -0.83680
C 0.54261 -1.31513 -0.62563
N 1.60015 -0.74928 -0.00955
C 2.60609 -1.57167 0.37688
C 2.56828 -2.92477 0.21743
H -0.08917 -7.81401 -1.41526
H -0.44142 -5.33666 -1.53562
H -0.44480 -3.05214 -1.32327
H -0.24735 -0.65830 -0.95105
H 3.47224 -1.11544 0.82816
H 3.36799 -3.57032 0.56021
*
```

⟨S²⟩: 3.775
Calculated total energy (eV): -116451.4881

Atomic partial charges in e from the Löwdin method, atoms 1 to 4: 0.61 0.75 -0.74 0.78